27
Properties=species:S:1:pos:R:3:mulliken_spin:R:1 method="wB97M-V/def2-TZVPD" total_energy_ev=-15137.140 de_lowest_kcal_mol=78.2 multiplicity=2 e_homo_ev="0.83 / -3.23" total_charge=-1
O 0.556 2.574 -0.143 0.217
C 0.714 1.537 0.481 0.525
C 0.548 0.258 -0.398 0.100
C -0.514 -0.578 0.117 0.038
C -0.350 -2.048 -0.211 0.150
C -0.541 -0.650 1.653 0.133
N 1.835 -0.446 -0.596 0.074
H 0.991 1.512 1.450 0.080
H 0.314 0.545 -1.352 -0.026
H -1.471 -0.332 -0.387 0.063
H 0.396 -2.482 0.440 -0.044
H -1.284 -2.655 -0.247 -0.022
H 0.310 -2.234 -1.139 0.003
H 0.328 -1.183 2.221 0.008
H -1.313 -1.317 1.965 -0.002
H -0.881 0.288 2.051 -0.125
H 2.401 -0.384 -1.444 -0.111
H 1.957 -1.308 -0.157 -0.105
H -2.700 0.329 -1.887 0.007
H -2.416 -0.503 -3.208 0.002
O -2.630 -0.650 -2.196 -0.015
H -1.406 2.378 -1.255 0.004
H -1.233 3.205 -2.490 -0.012
O -1.854 2.613 -2.144 0.022
H 3.357 0.049 2.918 -0.031
H 1.983 0.685 3.182 0.008
O 2.904 0.796 2.778 0.059